[1]
18
Properties=species:S:1:pos:R:3:nbo_charge:R:1 method="wB97M-V/def2-TZVPD" e_tot_ev=-11377.6588 e_above_lowest_kcal_mol=213.2 homo_energy_ev=-8.355 orbital_gap_ev=4.4
O -2.62240 0.00410 1.47572 -1.129
C -0.44139 0.08039 -0.65613 0.422
N -1.70284 -0.40231 -0.86735 -0.876
C 0.62617 -0.75264 -1.08590 0.092
C -0.35084 1.41855 0.02686 -0.742
N 1.89474 -0.96020 -0.61463 -0.460
C 2.20142 -0.53696 0.82660 0.093
O 2.79481 0.60260 0.87179 -0.622
H -2.19345 -0.36460 0.10873 0.462
H -2.20475 -0.20493 -1.71231 0.422
H 0.27409 -1.45985 -1.84297 0.231
H -1.09540 1.29026 0.82423 0.345
H -0.86288 2.06630 -0.68962 0.255
H 0.66017 1.64732 0.33821 0.258
H 2.63299 -0.53427 -1.19339 0.422
H 2.78047 -1.36659 1.24068 0.199
H 1.16232 -0.62255 1.26564 0.182
H -3.55324 0.09536 1.68385 0.446



[2]
13
Properties=species:S:1:pos:R:3:nbo_charge:R:1 method="wB97M-V/def2-TZVPD" e_tot_ev=-7799.6021 smiles="O=C1CCCN1" e_above_lowest_kcal_mol=1.0 homo_energy_ev=-9.538 orbital_gap_ev=10.5
O -1.29439 1.41678 -1.72605 -0.602
C -0.68947 0.67735 -0.97796 0.681
C 0.77575 0.78684 -0.56396 -0.514
C 0.97320 -0.27978 0.52853 -0.412
C -0.44541 -0.82492 0.82451 -0.211
N -1.20918 -0.42467 -0.34500 -0.622
H 1.40222 0.61392 -1.44589 0.238
H 0.96813 1.80838 -0.22063 0.234
H 1.62413 -1.08684 0.17958 0.212
H 1.42389 0.13764 1.43326 0.216
H -0.45650 -1.91160 0.95784 0.198
H -0.86044 -0.36799 1.73382 0.179
H -2.21192 -0.54510 -0.37803 0.403



[3]
74
Properties=species:S:1:pos:R:3:lowdin_charge:R:1 method="wB97M-V/def2-TZVPD" e_tot_ev=-64886.6200 e_above_lowest_kcal_mol=144.1 homo_energy_ev="-6.725 / -6.727" orbital_gap_ev="5.6 / 5.5"
Pb 0.67061 -2.83813 0.64942 1.436
C -1.07514 -4.29156 0.09833 -0.350
C -1.81119 -3.42466 -0.68543 -0.162
C -3.05620 -2.77692 -0.24431 -0.175
C -3.00659 -2.28848 1.21562 -0.168
C -1.66344 -1.87567 1.69301 -0.150
C -0.73315 -2.61028 2.42724 -0.345
C -0.87484 -4.12008 2.60599 -0.239
C -1.55088 -4.82153 1.43129 -0.192
C 2.90838 0.13830 0.80023 0.020
H -0.34158 -4.94729 -0.37259 0.085
H -1.58240 -3.34154 -1.74289 0.107
H -3.88459 -3.47285 -0.39725 0.126
H -3.30167 -1.90215 -0.85874 0.114
H -3.58589 -1.36217 1.23528 0.116
H -3.58675 -2.95041 1.87368 0.124
H -1.58679 -0.79680 1.80873 0.061
H -0.24677 -2.05864 3.23144 0.110
H -1.48984 -4.18822 3.48969 0.122
H 0.05731 -4.65167 2.85345 0.111
H -1.28337 -5.88020 1.45303 0.122
H -2.63762 -4.80567 1.56631 0.114
H 3.84134 -0.35298 0.47957 0.002
H 2.80732 0.38835 1.86849 -0.050
H 2.53134 0.86622 0.06217 -0.079
P 0.30268 2.01521 1.10417 1.125
P 0.78389 1.27004 -2.13423 1.116
N 0.00041 1.35684 2.86293 -0.196
N -0.55133 3.44420 1.47142 -0.306
N 1.20987 -0.53030 -1.93351 -0.174
N 0.52158 1.12751 -3.81759 -0.306
C -1.02477 1.17844 0.13645 -0.425
C -0.96221 1.32961 -1.39443 -0.367
C 1.04057 0.90707 3.68170 -0.162
C 0.50403 0.37121 4.84151 -0.104
C -0.91412 0.47786 4.73108 -0.107
C -1.19787 1.07750 3.51090 -0.167
C -0.00230 4.41727 2.32509 -0.131
C -0.75990 5.58448 2.23613 -0.080
C -1.85240 5.32727 1.32118 -0.076
C -1.69657 4.00685 0.90976 -0.150
C 2.50292 -1.09126 -1.93553 -0.126
C 2.45643 -2.46774 -1.79159 -0.086
C 1.03729 -2.81406 -1.65317 -0.329
C 0.33464 -1.54810 -1.60463 -0.284
C -0.31073 0.23494 -4.50054 -0.140
C -0.18164 0.46597 -5.86828 -0.080
C 0.79799 1.51356 -6.04787 -0.077
C 1.23494 1.88659 -4.77806 -0.109
H -2.02803 1.41118 0.54764 0.083
H -0.85388 0.12046 0.37065 0.020
H -1.65751 0.58634 -1.81659 0.069
H -1.39409 2.31458 -1.62282 0.078
H 2.06627 0.99650 3.35848 0.075
H 1.07523 -0.04066 5.65791 0.091
H -1.63366 0.15785 5.45776 0.087
H -2.14814 1.32284 3.05638 0.105
H 0.91741 4.21829 2.85533 0.104
H -0.58331 6.51482 2.77463 0.096
H -2.65731 6.00655 1.01725 0.098
H -2.26896 3.42703 0.21657 0.079
H 3.41183 -0.49025 -1.97832 0.040
H 3.32869 -3.14487 -1.72447 0.123
H 0.61408 -3.80744 -1.78994 0.088
H -0.69499 -1.37917 -1.82640 0.074
H -0.92480 -0.45364 -3.94418 0.087
H -0.73032 -0.03646 -6.64320 0.087
H 1.10501 1.93451 -6.99262 0.094
H 1.96172 2.62294 -4.46670 0.106
N 4.72577 0.97691 -1.97227 0.056
C 4.62253 2.13356 -1.93642 -0.447
N 4.47416 3.40156 -1.89706 0.026
C 5.05981 4.47632 -2.28795 -0.466
N 5.42151 5.55431 -2.62829 0.030



[4]
14
Properties=species:S:1:pos:R:3:nbo_charge:R:1 method="wB97M-V/def2-TZVPD" e_tot_ev=-12889.7742 total_charge=-1 e_above_lowest_kcal_mol=52.9 homo_energy_ev=-4.485 orbital_gap_ev=8.4
C -1.04006 1.47200 -0.36156 0.545
N 0.11733 0.95736 -0.96370 -0.655
C 1.39832 0.71862 -0.12251 -0.401
C 1.24508 -0.86142 0.19115 0.771
O 2.31991 -1.35071 0.63776 -0.774
O 0.17396 -1.39659 -0.14088 -0.803
O -1.09361 2.08925 0.65329 -0.635
H -2.01121 1.33200 -0.98988 0.097
H 0.09665 0.31964 -1.82598 0.407
H 2.38557 0.71843 -0.69161 0.229
H 1.17960 1.15381 0.92212 0.248
H -2.12788 -1.76280 0.93152 0.462
H -1.54935 -1.04681 -0.18550 0.504
O -2.45210 -1.26583 0.14268 -0.993



[5]
20
Properties=species:S:1:pos:R:3:nbo_charge:R:1 method="wB97M-V/def2-TZVPD" e_tot_ev=-10953.1930 s_squared=0.750 total_charge=-1 e_above_lowest_kcal_mol=0.0 homo_energy_ev="1.213 / -6.277" multiplicity=2 orbital_gap_ev="2.4 / 9.8"
N -0.59622 0.06024 -1.38008 -0.903
C -1.74896 0.23805 -0.46863 -0.297
C -1.73822 -0.58536 1.88019 -0.472
C -1.26573 0.24173 0.95399 -0.256
H 0.09128 0.80351 -1.21927 0.415
H -0.90111 0.12722 -2.34047 0.349
H -2.26210 1.17844 -0.69895 0.177
H -2.42156 -0.60918 -0.59873 0.172
H -1.37335 -0.55450 2.88983 0.190
H -2.48477 -1.32580 1.61758 0.174
H -0.49719 0.96750 1.19159 0.221
H 1.84205 1.39946 -0.31646 0.490
H 1.47461 2.87753 -0.69997 0.374
O 1.10441 1.99918 -0.59400 -1.340
H 3.30918 -0.17374 0.92962 0.409
H 2.32772 -0.77938 -0.05517 0.493
O 2.90196 -0.00166 0.09503 -1.129
H 0.69120 -2.50210 0.17959 0.459
H 0.43020 -1.35733 -0.83753 0.500
O 1.11658 -2.00381 -0.52817 -1.027



[6]
72
Properties=species:S:1:pos:R:3:lowdin_charge:R:1 method="wB97M-V/def2-TZVPD" e_tot_ev=-74344.7280 total_charge=-1 e_above_lowest_kcal_mol=44.8 homo_energy_ev=-2.648 orbital_gap_ev=4.9
Sr -0.86953 -0.77651 0.00806 0.907
O 3.59091 0.48014 3.97287 0.022
C 2.50378 0.29034 4.73887 -0.280
C 2.64836 0.43709 6.12045 -0.033
C 1.57065 0.24722 6.96381 -0.109
C 0.32309 -0.09166 6.44888 -0.109
C 0.17626 -0.22467 5.07972 -0.030
C 1.24416 -0.03430 4.20627 -0.070
C 0.97607 -0.16200 2.73756 -0.463
O -0.20921 -0.23450 2.34438 -0.186
N 2.06429 -0.14884 1.96732 -0.028
N 1.78024 -0.24423 0.61246 -0.114
C 2.82174 -0.19693 -0.11456 -0.899
S 4.45507 -0.09552 0.56364 0.934
C 5.27544 0.08646 -1.04202 -0.548
C 4.47229 -0.68808 -2.07014 -0.536
S 2.73762 -0.21490 -1.87459 0.938
H 3.30031 0.29682 3.03545 0.027
H 3.62715 0.69621 6.50393 0.107
H 1.70495 0.35923 8.03353 0.092
H -0.51943 -0.25510 7.10824 0.089
H -0.77577 -0.49287 4.64024 0.114
H 6.28774 -0.30696 -0.94428 0.069
H 5.32780 1.14157 -1.31190 0.069
H 4.57965 -1.76188 -1.91319 0.075
H 4.76833 -0.44240 -3.09005 0.073
S -1.29849 -3.38838 0.38756 -0.476
C -1.86361 2.22922 -0.65593 -0.205
N -1.41851 1.81599 0.67933 -0.175
C -2.59095 1.41596 1.47816 -0.198
N -3.59136 2.47808 1.55402 -0.081
C -3.98446 2.85692 0.19775 -0.176
N -2.85188 3.30636 -0.61157 -0.080
C -2.21453 4.43504 0.08333 -0.179
N -1.77068 4.08789 1.43230 -0.087
C -0.81605 2.97315 1.34130 -0.154
C -2.93885 3.63419 2.18385 -0.174
H -2.28387 1.35787 -1.16524 0.099
H -1.00346 2.56383 -1.23612 0.132
H -2.25727 1.15583 2.48088 0.123
H -3.04601 0.51929 1.04189 0.117
H -4.71655 3.66595 0.25593 0.122
H -4.44866 1.99716 -0.29124 0.128
H -2.92991 5.25828 0.15162 0.120
H -1.35507 4.76470 -0.50406 0.124
H -0.50035 2.67395 2.34201 0.133
H 0.05856 3.29317 0.77153 0.134
H -3.65594 4.45656 2.24626 0.121
H -2.63082 3.35503 3.19278 0.128
C -1.88990 -3.77687 -2.94853 -0.047
N -0.42726 -4.08103 -3.02683 -0.188
C -0.10742 -5.25926 -2.17408 -0.063
C 0.45260 -2.90823 -2.63013 -0.168
C 0.10206 -1.68313 -3.42771 -0.369
C 0.47370 -1.68273 -4.77355 -0.094
C 0.10388 -0.63646 -5.60739 -0.124
C -0.64144 0.40061 -5.06411 -0.125
C -0.97004 0.38626 -3.70977 -0.173
C -0.61324 -0.63616 -2.81029 -0.162
H -2.42354 -4.66322 -3.29166 0.091
H -2.09909 -2.92114 -3.58492 0.089
H -2.09941 -3.55708 -1.88620 -0.028
H -0.20899 -4.28343 -3.99969 0.156
H -0.39302 -4.96943 -1.14708 -0.039
H 0.95863 -5.46778 -2.25091 0.091
H -0.69207 -6.11086 -2.51883 0.089
H 1.47516 -3.25515 -2.80442 0.121
H 0.27015 -2.80859 -1.55412 0.008
H 1.07102 -2.50054 -5.17785 0.099
H 0.39308 -0.62885 -6.65176 0.086
H -0.95284 1.22806 -5.69422 0.086
H -1.53528 1.24530 -3.34724 0.057